A molecular structure, C33H43N3O2Se2V. Source: the OMol25 dataset; level of theory: ωB97M-V with the def2-TZVPD basis set.

Properties
DFT total energy ... -7344.84546 Eh
LUMO level (spin up / spin down) ... -0.990 / -0.923 eV
Gap between HOMO and LUMO (spin up / spin down) ... 4.6 / 4.5 eV
M ... 722.590 g mol⁻¹
2S+1 ... 2

```
84
Properties=species:S:1:pos:R:3:forces:R:3
V 2.53186 1.30605 0.19609 4.0 1.9 0.8
C -4.64028 -0.18234 2.05440 0.0 0.1 0.0
C -4.17825 1.28108 1.99093 -0.1 0.0 0.1
C -4.56235 1.99507 3.29753 0.0 0.0 -0.1
C -4.91256 1.96665 0.83658 0.0 -0.1 0.1
C -2.66400 1.33576 1.81884 0.0 0.0 0.0
C -2.05205 1.92076 0.72068 0.0 0.0 0.0
C -0.67365 1.95134 0.64320 0.5 0.1 -0.1
Se 0.21614 2.66159 -0.92357 -0.5 -0.3 -0.1
C 0.07468 1.02051 -1.94909 0.3 0.3 0.2
C -1.10668 0.71231 -2.58492 0.0 0.0 0.0
C -1.23636 -0.48823 -3.27461 0.1 -0.1 -0.1
C -0.12978 -1.32268 -3.29207 -0.1 0.0 0.0
C 1.08202 -1.05941 -2.64824 0.4 0.1 0.2
C 1.19305 0.15906 -1.95979 -1.1 -0.2 -0.6
O 2.26830 0.57559 -1.26874 -0.3 -2.5 -4.0
C 2.15266 -2.16135 -2.74072 0.1 0.0 0.0
C 3.44448 -1.84871 -1.98366 -0.1 0.1 -0.1
C 1.57689 -3.46015 -2.15232 0.0 0.0 0.0
C 2.52081 -2.38164 -4.21657 0.0 0.0 0.1
C -2.55153 -0.83412 -3.96575 -0.1 0.0 -0.1
C -3.68109 -0.83599 -2.92460 0.0 0.0 -0.1
C -2.83778 0.21888 -5.04723 0.0 -0.1 0.1
C -2.51959 -2.21149 -4.63360 0.0 0.1 0.1
C 0.16171 1.42688 1.64768 -1.3 0.0 -0.1
O 1.47158 1.57981 1.46644 -1.9 0.3 3.8
C -0.44220 0.77479 2.74289 0.5 0.1 -0.1
C -1.83268 0.77928 2.78703 -0.1 0.0 0.0
C 0.29441 0.04610 3.88408 0.0 0.0 0.0
C -0.22764 -1.39914 3.94944 0.0 0.0 0.0
C -0.01301 0.76659 5.20491 0.0 0.0 0.0
C 1.81961 -0.03766 3.74534 -0.1 0.1 -0.1
H -5.72842 -0.22560 2.13927 0.0 0.0 0.0
H -4.34630 -0.71853 1.14979 0.0 0.0 0.0
H -4.21146 -0.69971 2.91363 0.0 0.0 0.0
H -5.64790 2.00694 3.41650 0.0 0.0 0.0
H -4.13054 1.49567 4.16527 0.0 0.0 0.0
H -4.20366 3.02592 3.28684 0.0 0.0 0.0
H -5.98704 1.92961 1.02176 0.0 0.0 0.0
H -4.62283 3.01519 0.74833 0.0 0.0 0.0
H -4.72123 1.46015 -0.11204 0.0 0.1 0.0
H -2.62769 2.34827 -0.08868 0.0 0.0 0.0
H -1.92889 1.41484 -2.53197 0.0 0.0 0.0
H -0.19756 -2.25294 -3.83605 0.0 0.0 0.0
H 3.24686 -1.72015 -0.92038 0.1 0.0 0.0
H 4.14084 -2.68128 -2.10398 0.0 0.0 0.0
H 3.91987 -0.94787 -2.37025 0.0 0.0 0.1
H 1.25029 -3.30210 -1.12264 0.0 0.0 0.0
H 0.72400 -3.82331 -2.72608 0.0 0.0 0.0
H 2.34024 -4.24125 -2.15733 0.0 0.0 0.0
H 2.90413 -1.45740 -4.65239 0.0 0.0 0.0
H 3.29287 -3.14981 -4.29589 0.0 0.0 0.0
H 1.66406 -2.70645 -4.80725 0.0 0.0 0.0
H -3.79339 0.14131 -2.45231 0.0 0.0 0.0
H -4.62916 -1.09358 -3.40146 0.0 0.0 0.0
H -3.47481 -1.57182 -2.14510 0.0 0.0 0.0
H -2.92184 1.21775 -4.61744 0.0 0.0 0.0
H -2.03222 0.22848 -5.78352 0.0 0.0 0.0
H -3.77302 -0.00977 -5.56311 0.0 0.0 0.0
H -2.34723 -3.00375 -3.90245 0.0 0.0 0.0
H -3.48188 -2.39943 -5.11203 0.0 0.0 0.0
H -1.75008 -2.26527 -5.40588 0.0 0.0 0.0
H -2.30052 0.30736 3.64238 0.0 0.0 0.0
H -1.29711 -1.43921 4.15861 0.0 0.0 0.0
H -0.05026 -1.90984 3.00089 0.0 0.0 0.0
H 0.28918 -1.94581 4.74084 0.0 0.0 0.0
H -1.08342 0.77847 5.41566 0.0 0.0 0.0
H 0.49053 0.26293 6.03286 0.0 0.0 0.0
H 0.33948 1.79847 5.16368 0.0 0.0 0.0
H 2.11200 -0.54252 2.82494 0.0 0.0 0.0
H 2.28347 0.94715 3.76856 0.0 0.0 -0.1
H 2.21681 -0.61588 4.58224 0.0 0.0 0.0
Se 4.60504 4.29838 2.59394 -0.1 -0.3 -0.2
N 6.15869 3.41829 2.69521 -0.1 -0.3 -0.1
C 6.04369 2.31246 1.97152 -0.1 0.5 0.2
C 7.01837 1.32551 1.75571 0.4 -0.9 -0.4
C 6.67696 0.23610 0.94766 0.5 1.1 0.8
C 5.42074 0.11498 0.39342 -0.7 0.1 -0.6
N 4.44437 1.04733 0.57462 -0.6 -1.1 -0.3
C 4.75286 2.12885 1.33421 0.1 1.0 0.9
N 3.84361 3.06174 1.52039 0.5 -0.1 -0.2
H 7.99619 1.42158 2.20538 0.0 0.0 0.0
H 7.40018 -0.54184 0.74647 0.0 0.0 0.0
H 5.16638 -0.73381 -0.22295 -0.1 0.0 0.0
```
Forces are in eV/Å.

Atom charges from the Löwdin analysis, given in e for atoms 1 to 8: number 1, V, carries 0.89; number 2, C, carries -0.04; number 3, C, carries -0.56; number 4, C, carries -0.04; number 5, C, carries -0.06; number 6, C, carries -0.16; number 7, C, carries -0.05; number 8, C, carries -0.38

=====

3 unconnected molecules or ions with the total composition C4H13NS2. Source: the OMol25 dataset; level of theory: ωB97M-V with the def2-TZVPD basis set.

Properties
DFT total energy ... -1011.14196 Eh
LUMO level ... -4.152 eV
Gap between HOMO and LUMO ... 4.5 eV
Energy above the lowest of the compared OMol25 structures with the same formula, charge and spin ... 475.0 kJ/mol
M ... 139.289 g mol⁻¹

```
20
Properties=species:S:1:pos:R:3:forces:R:3
C -0.60312 0.83491 0.49110 -0.7 -0.9 -0.4
C 0.11947 0.42346 1.74920 0.5 0.0 0.2
C 1.58089 0.87724 1.79395 -0.1 0.1 0.2
N -2.02344 0.45649 0.55551 0.6 0.0 0.3
H -0.20752 0.21929 -0.36309 0.2 0.2 0.1
H -0.45372 1.87085 0.18683 0.2 0.2 0.2
H 0.11608 -0.66089 1.82766 -0.3 -0.2 -0.2
H -0.47525 0.73845 2.59690 0.1 0.4 0.4
H 1.74142 1.82429 2.30136 -0.1 0.1 0.1
H 1.97394 0.99289 0.78975 0.1 0.1 -0.2
H 2.19717 0.12994 2.28559 0.1 0.0 0.2
H -2.62295 1.24002 0.76997 0.0 0.1 0.0
H -2.24511 0.12573 -0.36874 -0.6 0.1 0.0
C 0.73907 -1.85657 -1.86390 1.2 0.9 0.2
S 1.63736 -1.30411 -0.47320 -0.7 -0.3 -0.8
S -1.94835 -0.30230 -2.55186 0.5 -0.7 -0.1
H -0.36074 -1.87810 -1.64952 -0.9 0.1 0.2
H 1.04610 -2.88702 -2.06602 -0.5 -0.2 -0.1
H 0.83152 -1.21347 -2.73453 0.4 -0.2 -0.1
H -1.04282 0.36892 -3.27697 0.0 0.1 0.0
```
Forces are in eV/Å.

Atom charges from the Löwdin analysis, given in e for atoms 1 to 8: number 1, C, carries -0.33; number 2, C, carries -0.30; number 3, C, carries -0.16; number 4, N, carries -0.02; number 5, H, carries 0.02; number 6, H, carries 0.12; number 7, H, carries 0.08; number 8, H, carries 0.10

=====

> Which formula does entry 2 have?

C4H13NS2